[1]
C22H41AlF2N5O3 | ωB97M-V with the def2-TZVPD basis set

Structure (XYZ):
```
74
C22H41AlF2N5O3 ωB97M-V with the def2-TZVPD basis set
Al -0.233 4.330 2.142
F -1.164 1.794 4.430
F 0.654 5.149 5.917
O -2.323 3.660 4.880
O -0.700 6.147 4.492
O 1.674 1.290 0.491
N -0.208 3.924 4.036
N 0.119 -1.029 -3.709
N -1.132 -5.176 1.068
N 3.034 8.088 1.490
N 0.093 2.845 0.993
C 0.654 7.295 1.762
C 2.025 2.151 2.680
C 1.074 5.884 1.854
C 2.470 -1.932 -3.269
C 1.696 8.294 1.599
C -2.293 -5.075 1.938
C 0.951 -2.094 -3.171
C -0.528 -3.884 0.762
C -1.358 -2.882 -0.044
C 1.255 2.092 1.325
C -2.388 -5.847 -1.056
C -0.131 5.153 4.774
C 3.400 6.785 1.586
C 0.307 -0.718 -5.116
C 0.005 0.158 -2.865
C 1.220 1.076 -2.753
C 2.531 5.630 1.747
C -1.323 3.166 4.469
C 0.144 -1.920 -6.037
C -1.101 1.990 0.777
C -1.253 -6.090 -0.058
C -2.759 -6.413 2.496
H 1.354 9.362 1.558
H -1.926 2.201 1.507
H -0.836 0.754 -3.239
H 4.501 6.575 1.534
H -3.141 -7.073 1.714
H -3.140 -4.587 1.435
H 0.927 -2.666 -5.881
H -2.034 -4.443 2.792
H 0.206 -1.598 -7.079
H 3.052 1.734 2.535
H 1.991 0.647 -2.117
H -2.543 -6.745 -1.660
H 2.855 -1.257 -2.506
H 0.425 -4.046 0.247
H 0.923 2.021 -2.294
H -3.572 -6.253 3.209
H -0.888 -1.896 0.004
H -0.304 -6.115 -0.604
H -1.531 2.235 -0.240
H -0.254 -3.409 1.710
H -0.827 -2.399 -5.891
H 1.512 1.501 3.442
H 2.968 4.614 1.819
H 2.791 -1.570 -4.248
H 1.657 1.312 -3.727
H -2.373 -2.775 0.342
H -0.812 0.905 0.749
H -0.422 7.550 1.851
H 2.103 3.168 3.132
H 0.683 -2.266 -2.124
H -3.337 -5.620 -0.565
H -0.298 -0.147 -1.858
H -1.722 4.837 1.809
H 2.953 -2.900 -3.108
H -1.950 -6.926 3.020
H -1.409 -3.156 -1.097
H 1.288 -0.258 -5.306
H -1.360 -7.105 0.336
H -0.444 0.020 -5.413
H -2.154 -5.039 -1.748
H 0.678 -3.028 -3.673
```

## Properties
- HOMO: -6.09 eV
- Kohn-Sham gap: 8.461 eV
- 2S+1: 1
- Maximum force: 3.37 eV Å⁻¹
- Relative energy (zero: lowest compared OMol25 entry of this formula, charge and spin): 0.00 kJ/mol
- Net charge: -1
- E_LUMO: 2.3728 eV

Löwdin population analysis, charges in e, atoms 1 to 8:
1. Al 0.298
2. F 0.070
3. F 0.072
4. O 0.142
5. O 0.155
6. O 0.004
7. N 0.063
8. N -0.191

---

[2]
C22H41Cl3N3O5SiZn | ωB97M-V with the def2-TZVPD basis set

Structure (XYZ):
```
76
C22H41Cl3N3O5SiZn ωB97M-V with the def2-TZVPD basis set
Zn -1.123 2.607 -1.439
Cl -3.229 1.914 -1.816
Cl 0.007 3.019 -3.175
Cl 2.283 2.078 -0.587
Si 2.478 4.020 -1.153
O -0.903 -1.461 3.267
O -0.726 2.686 0.623
O -2.445 1.544 1.535
O 2.021 0.321 2.010
O 0.080 -0.029 -0.984
N 0.693 2.464 2.885
N 2.346 -1.697 1.037
N -3.156 -1.292 2.896
C 1.110 5.074 -0.482
C -3.197 -3.847 0.066
C -1.862 -1.103 2.574
C -1.200 -2.489 0.022
C -1.718 -1.699 -1.006
C -1.400 2.158 1.590
C -0.789 2.358 3.006
C 4.063 4.699 -0.425
C 0.131 -1.453 -2.817
C 0.884 -0.546 -3.748
C 2.056 -3.115 0.933
C 3.465 -1.204 0.259
C 2.961 4.394 -3.016
C 1.740 -0.875 1.912
C -1.925 -3.562 0.556
C -3.455 -2.140 4.026
C -0.736 -0.712 -1.772
C 1.274 -3.535 -3.648
C -4.258 -0.883 2.035
C -3.028 -1.926 -1.414
C -3.754 -3.016 -0.905
C 0.334 -2.771 -2.767
H 2.981 -3.684 1.084
H 4.167 -2.035 0.113
H -4.024 0.082 1.570
H 0.413 4.686 0.265
H -1.480 -4.150 1.349
H 1.095 2.827 3.761
H 4.873 4.009 -0.689
H -3.760 -4.689 0.470
H 1.772 5.800 0.002
H 2.258 -3.025 -3.727
H 1.296 -1.058 -4.629
H -2.673 -2.021 4.783
H 1.319 -3.399 1.688
H -5.148 -0.777 2.665
H -0.992 1.522 3.674
H 4.279 5.680 -0.868
H 1.480 -4.523 -3.197
H 0.998 -1.388 2.562
H 0.247 0.295 -4.055
H 1.173 1.496 2.704
H 1.672 -3.351 -0.068
H -4.781 -3.201 -1.263
H 0.915 3.049 2.070
H 0.857 -3.717 -4.653
H 3.113 -0.849 -0.728
H -0.182 -2.248 0.346
H -3.454 -1.241 -2.159
H 0.534 5.554 -1.281
H 3.959 -0.375 0.778
H -1.185 3.291 3.424
H -1.432 -0.050 -2.325
H 3.438 3.516 -3.503
H -3.493 -3.198 3.718
H -0.239 -3.401 -2.089
H 1.728 -0.101 -3.200
H 2.133 4.747 -3.649
H 3.738 5.199 -2.976
H -4.422 -1.828 4.422
H -1.757 -0.574 1.611
H -4.452 -1.632 1.252
H 4.011 4.777 0.666
```

## Properties
- HOMO: -3.68 eV
- Kohn-Sham gap: 5.670 eV
- 2S+1: 1
- Maximum force: 2.57 eV Å⁻¹
- Relative energy (zero: lowest compared OMol25 entry of this formula, charge and spin): 0.00 kJ/mol
- Net charge: -1
- E_LUMO: 1.9862 eV

Löwdin population analysis, charges in e, atoms 1 to 8:
1. Zn 0.173
2. Cl -0.103
3. Cl 0.075
4. Cl 0.448
5. Si 0.035
6. O -0.047
7. O -0.165
8. O 0.015

---

[3]
C22H41ClIrNP3S | ωB97M-V with the def2-TZVPD basis set

Structure (XYZ):
```
70
C22H41ClIrNP3S ωB97M-V with the def2-TZVPD basis set
Ir 0.199 -0.384 -0.573
Cl 0.353 -1.249 5.048
S 0.984 -1.703 -2.503
P -2.100 -1.062 -0.720
P -0.506 1.456 0.621
P 2.378 0.715 -0.585
N 0.367 -1.663 1.138
C -0.550 0.575 -5.369
C 1.985 -2.018 -5.887
C -1.397 -0.344 -5.985
C 0.219 -1.152 -3.951
C 3.604 -0.014 -1.738
C 2.477 2.527 -0.855
C 0.354 -1.979 3.512
C -0.651 -2.086 -4.527
C -3.026 0.228 -1.648
C 3.344 0.565 0.979
C 0.355 -1.154 2.387
C -2.396 -2.638 -1.579
C -3.089 -1.400 0.826
C 0.351 -3.350 3.326
C 2.202 -2.971 -4.969
C 0.390 -2.995 0.938
C -1.448 -1.670 -5.581
C 0.487 2.279 1.968
C -2.090 1.383 1.594
C -0.906 2.904 -0.435
C 0.352 -3.854 2.030
C 0.425 0.132 -4.492
H -0.034 3.238 -0.999
H 0.915 0.048 -2.041
H 4.360 0.940 0.757
H 1.661 -3.921 -5.046
H 0.311 -4.924 1.847
H 2.753 -1.397 -6.364
H 4.548 0.550 -1.696
H 3.823 -1.058 -1.476
H 3.061 -3.027 -4.319
H -3.542 -2.397 0.748
H 0.413 -3.341 -0.099
H -2.954 1.241 0.939
H -3.286 1.086 -1.030
H -2.036 -0.030 -6.800
H -1.542 -3.296 -1.428
H 1.028 -1.996 -6.403
H -3.890 -0.663 0.917
H -0.701 1.634 -5.536
H -2.232 2.333 2.129
H 1.740 2.837 -1.602
H 2.914 1.134 1.816
H -2.414 0.562 -2.483
H 3.473 2.765 -1.248
H -0.040 3.193 2.271
H 0.331 -0.063 2.504
H -2.543 -2.456 -2.640
H -3.937 -0.230 -2.028
H 0.563 1.673 2.873
H -1.717 2.672 -1.133
H 1.495 2.558 1.678
H -2.114 -2.433 -5.995
H 1.277 0.739 -4.188
H -1.235 3.732 0.203
H -2.089 0.591 2.345
H -3.283 -3.102 -1.167
H 0.353 -3.972 4.220
H 2.320 3.141 0.039
H 3.250 -0.009 -2.776
H -0.643 -3.116 -4.154
H -2.460 -1.391 1.723
H 3.386 -0.491 1.254
```

## Properties
- HOMO (alpha / beta): -13.49 / -17.64 eV
- Kohn-Sham gap (alpha / beta): 4.654 / 5.423 eV
- 2S+1: 5
- Maximum force: 6.76 eV Å⁻¹
- <S²>: 6.03
- Relative energy (zero: lowest compared OMol25 entry of this formula, charge and spin): 156.24 kJ/mol
- Net charge: +3
- E_LUMO (alpha / beta): -8.8408 / -12.2194 eV

Löwdin population analysis, charges in e, atoms 1 to 8:
1. Ir 0.588
2. Cl 0.809
3. S 0.798
4. P 0.730
5. P 0.685
6. P 0.691
7. N -0.156
8. C -0.014

---

[4]
C22H41ClN5O6PPd | ωB97M-V with the def2-TZVPD basis set

Structure (XYZ):
```
77
C22H41ClN5O6PPd ωB97M-V with the def2-TZVPD basis set
Pd -0.205 2.127 -0.588
Cl -3.109 1.055 -4.573
P -0.062 -0.929 0.285
O -4.005 1.560 -1.598
O -2.128 2.139 -0.677
O 0.010 4.151 -0.958
O 1.708 2.481 3.121
O 0.259 3.963 -3.203
O 0.465 3.044 1.324
N -1.045 -2.239 -0.166
N 1.523 -1.533 0.183
N -0.350 -0.514 1.911
N 1.851 2.259 -1.163
N -0.323 0.213 -0.705
C -0.111 -1.198 3.205
C -2.069 1.452 -3.106
C 1.841 -2.318 -1.043
C -0.821 -3.666 0.124
C 4.120 -1.019 -1.221
C 4.048 -1.268 0.301
C -2.536 0.266 2.906
C -2.391 -0.620 4.155
C -1.421 -1.762 3.823
C 2.913 -1.673 -1.968
C 2.838 3.099 1.113
C 1.607 2.825 1.934
C -2.033 -4.568 -0.258
C -1.174 0.677 2.281
C -0.009 4.622 -2.179
C 2.672 -0.897 0.918
C 2.609 3.311 -0.380
C -2.428 -1.914 -0.621
C -2.615 -4.278 -1.659
C -0.377 6.106 -2.142
C -2.800 1.670 -1.762
C -2.892 -2.750 -1.849
H -3.965 -2.570 -1.938
H -3.133 -0.260 2.144
H -1.496 2.354 -3.426
H -3.098 -2.114 0.227
H 3.594 3.453 -0.834
H 0.938 -2.469 -1.673
H -3.085 1.172 3.190
H -3.546 -4.845 -1.801
H -0.310 6.527 -3.156
H 0.058 -4.052 -0.447
H 0.296 6.632 -1.471
H -1.928 0.000 4.919
H 2.617 -1.200 1.946
H -1.317 1.332 1.397
H -1.174 -2.296 4.739
H 3.274 -2.404 -2.663
H 2.540 0.195 0.842
H -2.462 -0.823 -0.838
H -2.822 -4.396 0.491
H 2.299 1.335 -1.220
H -1.390 6.278 -1.774
H 5.081 -1.403 -1.575
H 3.275 4.043 1.462
H 0.251 -0.382 3.861
H -0.567 -3.815 1.189
H 4.845 -0.680 0.769
H -1.708 -5.621 -0.194
H 1.971 4.214 -0.515
H -1.359 0.620 -3.075
H -1.887 -2.449 3.137
H -0.624 1.225 3.053
H 2.152 -3.301 -0.728
H 3.588 2.325 1.283
H 1.698 2.586 -2.131
H -2.399 -2.363 -2.732
H 2.436 -0.895 -2.581
H 0.674 -1.956 3.144
H 4.279 -2.317 0.526
H -1.929 -4.629 -2.434
H -3.347 -0.997 4.526
H 4.123 0.066 -1.403
```

## Properties
- HOMO (alpha / beta): 0.97 / -0.82 eV
- Kohn-Sham gap (alpha / beta): 3.587 / 5.383 eV
- 2S+1: 3
- Maximum force: 5.51 eV Å⁻¹
- <S²>: 2.01
- Relative energy (zero: lowest compared OMol25 entry of this formula, charge and spin): 0.00 kJ/mol
- Net charge: -2
- E_LUMO (alpha / beta): 4.5618 / 4.5585 eV

Löwdin population analysis, charges in e, atoms 1 to 8:
1. Pd 1.032
2. Cl 0.425
3. P 0.540
4. O -0.037
5. O -0.275
6. O -0.237
7. O -0.046
8. O -0.061

---

[5]
C22H41F2N5O7PS | ωB97M-V with the def2-TZVPD basis set

Structure (XYZ):
```
79
C22H41F2N5O7PS ωB97M-V with the def2-TZVPD basis set
S 4.364 -0.254 1.072
P 3.552 4.080 4.538
F -3.404 1.997 -4.570
F 0.726 1.016 -3.879
O 2.442 5.235 4.750
O -0.623 -3.994 -3.088
O -4.194 -4.208 -3.888
O 2.931 2.770 4.819
O 4.870 4.981 4.683
O 3.716 4.097 2.921
O -6.451 -3.238 -2.523
N 3.834 -1.670 -1.229
N 2.107 -0.600 -2.407
N 0.472 -2.114 -2.212
N 1.599 -2.577 -1.546
N 0.100 -0.133 -3.498
C 2.531 -1.640 -1.690
C 1.733 -3.863 -0.847
C 4.049 -0.999 -0.227
C -3.030 -4.608 -3.214
C -5.270 -2.473 -2.535
C -7.249 -2.538 -0.293
C 3.592 -4.206 0.719
C -7.499 -2.603 -1.810
C -1.248 -0.315 -4.004
C -2.028 1.995 -4.718
C 1.818 6.008 6.969
C 5.430 4.196 6.948
C -1.748 -4.174 -3.947
C -1.563 0.617 -5.175
C 3.625 2.900 2.164
C 0.856 -0.925 -2.734
C -4.478 -2.831 -3.779
C 2.361 -3.727 0.520
C 5.348 5.362 5.985
C 2.252 2.779 1.533
C 1.451 5.145 5.779
C -0.734 -2.905 -2.215
H 1.470 2.839 2.290
H 2.059 7.023 6.652
H -6.948 -1.541 0.022
H -4.692 -2.572 -1.606
H 0.994 6.048 7.682
H -3.583 -2.193 -3.818
H 6.042 3.396 6.530
H -5.086 -2.549 -4.638
H -0.730 0.682 -5.871
H 1.778 -3.291 1.325
H -1.741 2.775 -5.422
H -2.377 0.132 -5.715
H -1.631 -2.325 -2.415
H 6.341 5.783 5.833
H -1.294 -1.329 -4.411
H 1.298 4.111 6.092
H -1.954 -3.302 -4.573
H -6.439 -3.221 -0.040
H -2.018 -0.248 -3.232
H 4.387 2.956 1.383
H 4.720 6.163 6.381
H -3.025 -4.305 -2.158
H 0.516 5.497 5.342
H 4.437 3.780 7.153
H -0.850 -3.309 -1.207
H 3.856 2.029 2.780
H 2.691 5.605 7.488
H 0.779 -4.381 -0.764
H 4.314 -3.737 1.373
H 2.366 -4.500 -1.465
H -5.565 -1.417 -2.629
H 2.148 1.834 0.994
H -8.395 -3.178 -2.032
H -8.160 -2.835 0.220
H 3.873 -5.082 0.141
H -1.569 2.225 -3.754
H 2.086 3.598 0.832
H -3.051 -5.697 -3.202
H -1.469 -4.970 -4.633
H 5.864 4.512 7.896
H -7.679 -1.590 -2.191
```

## Properties
- HOMO: -11.89 eV
- Kohn-Sham gap: 9.089 eV
- 2S+1: 1
- Maximum force: 5.37 eV Å⁻¹
- Net charge: +1
- E_LUMO: -2.8023 eV

Löwdin population analysis, charges in e, atoms 1 to 8:
1. S 0.943
2. P 0.486
3. F -0.040
4. F 0.075
5. O -0.175
6. O -0.085
7. O -0.095
8. O -0.231

---

[6]
C22H41IrNPS4Sb | ωB97M-V with the def2-TZVPD basis set

Structure (XYZ):
```
71
C22H41IrNPS4Sb ωB97M-V with the def2-TZVPD basis set
Ir -0.062 -0.241 0.033
Sb -2.482 0.579 -2.319
S -2.294 0.145 0.093
S -0.005 0.355 -2.083
S -2.949 2.722 -2.716
S -3.352 -1.170 -3.408
P 0.044 -3.617 0.024
N 0.217 -2.039 0.207
C 2.056 2.032 0.312
C -1.901 -5.640 0.632
C -1.726 -4.145 0.340
C -2.320 -3.336 1.507
C 0.873 0.717 2.543
C -0.007 -3.248 -2.746
C 0.571 -3.996 2.740
C 2.221 0.617 2.271
C 0.230 0.038 3.717
C 4.012 2.298 -1.287
C 0.308 -5.606 -2.008
C 2.145 -3.932 -1.756
C 1.203 -4.265 1.366
C 2.812 1.277 1.181
C 0.626 -4.145 -1.672
C 2.615 2.757 -0.889
C 2.579 4.272 -0.661
C 2.545 -3.508 1.348
C 0.074 1.491 1.654
C 1.498 -5.766 1.259
C 0.660 2.110 0.544
C -2.558 -3.785 -0.902
H -0.186 0.772 4.409
H -1.487 -6.282 -0.146
H 2.088 -6.011 0.378
H 2.844 0.017 2.925
H 0.600 -6.382 1.260
H 2.431 -2.921 -1.462
H -1.475 -5.934 1.590
H -2.128 -2.270 1.401
H -2.974 -5.842 0.681
H 2.091 -6.053 2.132
H -3.403 -3.472 1.475
H 0.085 -2.189 -2.518
H 0.769 -5.827 -2.975
H -0.956 1.712 1.903
H -1.979 -3.673 2.482
H 2.950 4.794 -1.544
H 4.053 1.218 -1.444
H 0.529 -3.425 -3.682
H -0.296 -4.622 2.933
H -1.056 -3.453 -2.929
H -2.351 -4.436 -1.749
H 0.706 -6.320 -1.289
H -0.591 -0.607 3.397
H 1.568 4.628 -0.463
H 3.029 -3.666 2.314
H 4.753 2.564 -0.529
H 3.876 1.166 1.022
H 0.951 -0.570 4.262
H 3.210 4.547 0.187
H 0.286 -2.950 2.859
H 2.435 -4.070 -2.799
H -2.435 -2.747 -1.219
H 2.709 -4.650 -1.165
H -0.761 -5.779 -2.119
H 0.050 2.750 -0.084
H -3.610 -3.919 -0.643
H 1.316 -4.234 3.502
H 2.411 -2.437 1.205
H 1.931 2.526 -1.713
H 3.222 -3.880 0.584
H 4.309 2.783 -2.217
```

## Properties
- HOMO (alpha / beta): -7.55 / -7.54 eV
- Kohn-Sham gap (alpha / beta): 6.364 / 5.762 eV
- 2S+1: 2
- Maximum force: 0.80 eV Å⁻¹
- <S²>: 0.76
- Relative energy (zero: lowest compared OMol25 entry of this formula, charge and spin): 1.91 kJ/mol
- E_LUMO (alpha / beta): -1.1862 / -1.7763 eV

Löwdin population analysis, charges in e, atoms 1 to 8:
1. Ir 0.732
2. Sb -0.091
3. S 0.058
4. S 0.104
5. S -0.191
6. S -0.144
7. P 0.956
8. N -0.416